Computed, not measured: a structure of composition C35H50BrClF4FeGeN2O4PSi4 in a non-equilibrium geometry, with ωB97M-V/def2-TZVPD.

Geometry as XYZ:
```
104
Properties=species:S:1:pos:R:3:forces:R:3
Fe 0.77876 0.62412 -1.13235 -0.41 -0.74 0.53
F -2.03699 1.37598 -7.37604 0.00 0.00 -0.05
C -1.99027 1.07834 -6.08505 0.04 -0.01 0.01
C -3.09068 1.29415 -5.28189 0.01 -0.05 0.06
F -4.20614 1.78615 -5.80874 -0.04 0.02 -0.01
C -3.03326 0.98352 -3.92986 -0.05 -0.05 -0.11
F -4.16051 1.15673 -3.24397 -0.02 0.04 0.04
C -1.88429 0.48251 -3.33348 0.19 0.33 0.12
P -1.62755 0.44828 -1.48593 -0.04 0.26 -0.24
C -2.61192 -1.00611 -1.01321 0.06 -0.09 -0.08
C -2.81286 -1.26360 0.34021 0.06 -0.08 -0.04
C -3.64368 -2.29954 0.73845 -0.01 0.01 0.00
C -4.25552 -3.10655 -0.21003 -0.03 0.00 0.00
C -4.03436 -2.87644 -1.55922 -0.02 0.04 0.01
C -3.21798 -1.82898 -1.95922 -0.11 0.09 0.04
C -2.73372 1.84182 -1.02584 -0.04 -0.09 0.07
C -2.34228 3.12470 -1.39137 -0.01 0.02 -0.01
C -3.12170 4.22346 -1.06243 0.00 -0.02 0.02
C -4.31457 4.04680 -0.37751 0.00 0.01 -0.02
C -4.72858 2.76671 -0.03904 0.01 -0.01 0.01
C -3.94220 1.67052 -0.35579 -0.06 0.01 -0.06
C -0.81560 0.22049 -4.19061 -0.03 -0.21 0.03
Br 0.68664 -0.69667 -3.52994 0.08 -0.08 -0.22
C -0.84995 0.51382 -5.53656 -0.07 0.02 0.03
F 0.18639 0.26168 -6.33269 0.02 -0.03 -0.02
H -2.31972 -0.64989 1.08555 -0.02 0.01 0.01
H -3.80892 -2.47947 1.79233 0.03 -0.02 -0.01
H -4.89850 -3.91880 0.10356 -0.01 0.01 0.00
H -4.50006 -3.50896 -2.30374 0.01 0.00 0.00
H -3.06443 -1.65180 -3.01543 0.00 -0.01 -0.01
H -1.44357 3.27745 -1.96430 0.04 0.00 0.01
H -2.78759 5.21313 -1.34549 -0.01 0.00 -0.01
H -4.92702 4.90146 -0.12018 0.00 0.00 0.00
H -5.67180 2.61605 0.47021 0.01 0.00 0.02
H -4.29044 0.68240 -0.09081 0.01 -0.01 0.01
O 0.44273 4.62230 -1.86691 0.00 -0.17 -0.03
Cl 1.13801 3.39284 -1.69187 -0.26 -0.25 -0.11
O 2.54840 3.57083 -1.86015 -0.20 0.03 0.03
O 0.65622 2.36516 -2.66394 0.45 0.40 0.18
O 0.82399 2.79168 -0.39128 0.38 0.21 -0.43
C 0.58062 -1.10831 4.81001 0.10 0.03 0.10
Si 0.63124 -1.56437 2.99178 0.04 -0.11 -0.26
C 2.03473 -2.80396 2.80214 0.11 -0.01 -0.02
C -0.94092 -2.54583 2.68861 -0.09 -0.02 -0.01
Ge 0.78566 0.31832 1.42126 0.99 0.33 1.86
Si 3.03756 1.04909 2.02485 0.06 -0.04 -0.01
C 4.37180 -0.25861 2.29978 0.02 -0.11 -0.07
C 3.80089 2.40224 0.97361 -0.07 0.03 -0.11
C 2.88569 1.82846 3.73497 -0.10 0.07 0.06
Si -0.41170 2.24764 2.96649 -0.37 -0.59 -1.26
C 0.01749 3.94070 2.31765 0.06 0.12 0.12
C -0.34220 2.25370 4.83530 0.30 -0.10 0.09
C -2.17047 1.80658 2.50605 -0.18 0.22 0.22
H 0.48683 -2.03190 5.38926 0.01 0.00 -0.01
H -0.27546 -0.48278 5.04471 -0.06 -0.06 0.05
H 1.48079 -0.59458 5.15013 0.00 0.00 0.02
H 1.71686 -3.76626 3.21459 0.00 0.01 0.00
H 2.93081 -2.49234 3.33763 -0.01 -0.02 0.03
H 2.30176 -2.95643 1.75657 0.00 -0.03 0.02
H -0.88524 -3.50370 3.21432 0.00 0.02 0.03
H -1.08311 -2.75019 1.62725 0.03 -0.05 0.03
H -1.82065 -2.01195 3.05876 0.00 -0.01 -0.02
H 4.50168 -0.98287 1.49722 0.01 -0.02 0.02
H 4.17195 -0.81361 3.21688 0.02 0.02 0.02
H 5.32337 0.26599 2.43138 0.00 0.00 0.00
H 4.05199 2.08736 -0.03815 0.04 0.00 0.01
H 4.71855 2.74014 1.46507 -0.01 -0.01 0.01
H 3.12565 3.25443 0.88569 0.01 0.01 0.01
H 2.17133 1.30961 4.37069 0.07 -0.07 0.05
H 2.57993 2.87519 3.67422 0.00 0.00 0.02
H 3.85972 1.79536 4.23127 0.01 0.02 -0.03
H 1.01273 4.26156 2.63046 0.00 0.02 -0.03
H -0.70913 4.66101 2.70922 0.02 -0.02 0.06
H -0.02155 3.96452 1.23380 -0.05 0.04 0.00
H 0.65720 2.40984 5.23497 -0.04 0.08 0.06
H -0.73519 1.33581 5.26098 -0.09 0.04 0.05
H -0.97669 3.07976 5.17276 -0.02 0.02 -0.10
H -2.22272 1.55800 1.45209 -0.02 0.03 -0.01
H -2.86019 2.64007 2.67982 -0.02 -0.04 0.04
H -2.52334 0.94984 3.08789 0.01 -0.02 -0.04
C 2.33127 -3.98467 -2.57858 0.09 0.02 -0.06
Si 0.91450 -3.93942 -1.36566 0.14 -0.02 0.21
C -0.72393 -4.14521 -2.21759 -0.09 0.02 -0.07
C 1.11644 -5.26806 -0.07622 0.02 -0.09 0.07
C 0.97093 -2.31650 -0.49508 -0.01 -0.03 0.12
C 1.05954 -1.22542 0.05110 -0.90 0.58 -1.10
H 2.38030 -4.94698 -3.09368 0.00 0.00 0.01
H 3.27971 -3.82810 -2.05969 0.00 -0.02 -0.01
H 2.23940 -3.20559 -3.33796 0.00 -0.02 -0.01
H -0.84118 -5.17451 -2.56599 0.01 0.00 0.00
H -0.82133 -3.48371 -3.08071 -0.01 0.01 0.02
H -1.53941 -3.92127 -1.52815 0.02 -0.06 -0.01
H 1.03133 -6.26044 -0.52583 0.01 0.00 0.01
H 0.34477 -5.17535 0.69145 0.00 -0.01 0.00
H 2.08761 -5.20146 0.41795 -0.01 0.01 0.01
N 3.40559 1.02761 -2.56804 -0.02 0.06 0.04
C 4.64135 0.56635 -2.79384 0.01 -0.02 -0.02
C 4.87100 -0.43510 -1.87683 0.01 0.02 0.03
C 3.69588 -0.49823 -1.12008 0.00 -0.02 -0.09
N 2.81194 0.40227 -1.53896 -0.03 0.15 0.05
H 2.94290 1.81722 -2.99175 0.01 0.02 0.02
H 5.25437 0.97372 -3.57936 0.00 0.02 0.01
H 5.76196 -1.02601 -1.76265 -0.01 -0.02 -0.01
H 3.43230 -1.16486 -0.32118 0.02 0.01 0.02
```
Positions in Å, forces in eV/Å.

Properties
⟨S²⟩: 1.01
E_tot (eV): -273406.633
E_LUMO (alpha / beta) (eV): -0.2960 / -0.1454
E_HOMO (alpha / beta) (eV): -7.211 / -6.360
2S+1: 2